# C5H13NO

2 unconnected molecules or ions with the total composition C5H13NO (wB97M-V/def2-TZVPD, the OMol25 dataset).

Last columns: bonded neighbours and bond lengths (Å).
Geometry (Å):
1 O 0.73839 -2.51909 1.70796  H18 0.980, H20 0.993
2 N 0.20058 1.95422 -0.76264  C5 1.456, C7 1.428, H9 1.003
3 C -0.05087 -0.38342 -0.87084  C4 1.374, C7 1.405, H17 1.140
4 C -0.99405 -0.66175 0.08925  C3 1.374, C6 1.450, H15 0.999
5 C 0.61004 2.78760 0.35931  N2 1.456, H12 1.120, H13 1.133, H16 1.226
6 C -1.66962 -1.92264 -0.14867  C4 1.450, H8 1.166, H10 1.193, H14 1.159
7 C 0.85005 0.68368 -0.71713  N2 1.428, C3 1.405, H11 1.177, H19 1.207
8 H -2.49435 -1.73824 -0.95175  C6 1.166
9 H -0.78031 1.83136 -0.59227  N2 1.003
10 H -1.16222 -2.97213 -0.40286  C6 1.193
11 H 1.50686 0.84722 -1.67942  C7 1.177
12 H 1.54753 2.37946 0.81630  C5 1.120
13 H -0.29096 3.26603 0.85296  C5 1.133
14 H -2.21460 -2.09418 0.86025  C6 1.159
15 H -1.19732 -0.05565 0.85677  C4 0.999
16 H 1.18008 3.60244 -0.35801  C5 1.226
17 H 0.29483 -1.01056 -1.75840  C3 1.140
18 H 1.71241 -2.41217 1.68607  O1 0.980
19 H 1.65141 0.45385 0.15520  C7 1.207
20 H 0.56214 -2.03603 0.85790  O1 0.993

The spin multiplicity is 1. The energy above the lowest of the compared OMol25 structures with the same formula, charge and spin is 461.0 kJ/mol. As for the SMILES: C/C=C/CNC.O. Its largest force on an atom is 0.1577 Eh/bohr. The calculation puts the total energy at -328.14326 Eh.